(1)
The following is a quantum chemistry calculation of a 12-piece molecular cluster, C26H68F6O13P overall at a distorted geometry, from the OMol25 dataset.

```
114
Properties=species:S:1:pos:R:3:forces:R:3:lowdin_charge:R:1
H -5.4387 -4.6739 3.1677 -0.26 -0.23 -0.60 0.09
C 4.5636 -3.2002 -5.4383 -0.48 0.15 1.05 -0.17
H -7.1917 4.2737 4.0014 -0.35 -0.26 0.20 0.08
O -3.4476 -2.0524 -1.9315 -0.28 0.51 -0.30 -0.12
O 0.4802 3.1318 9.9414 0.44 0.22 0.13 -0.14
O -6.9731 3.6363 3.3176 -1.49 0.53 0.91 -0.10
H 8.0517 3.2592 4.9200 0.39 -0.37 -0.37 0.07
C -1.2032 9.3798 -0.2631 2.22 -1.33 0.15 -0.17
H -3.3740 -0.0577 -2.4935 0.24 0.12 -0.06 0.07
C 7.4832 3.6184 -3.5193 0.83 -0.17 0.36 -0.15
F 2.4543 -0.0866 2.4473 0.12 -0.01 1.08 -0.17
H -7.7098 -0.9031 -9.0850 -0.16 0.01 0.31 0.08
H 2.3360 1.8691 11.7444 -0.17 -0.27 -0.28 0.11
C -4.5885 1.8727 -8.3052 -0.42 -1.72 -0.25 -0.17
C 9.3330 -8.2673 1.4998 -0.69 -0.94 0.77 -0.20
H -0.2768 -8.5670 -1.4573 -0.35 0.32 -0.14 0.07
C 2.5004 2.7692 11.1519 -0.45 -0.08 0.52 -0.17
F 1.2339 -1.3981 0.9981 1.10 0.58 -0.32 -0.22
C -0.3493 -8.1732 -0.4435 0.64 -0.35 1.16 -0.16
C 7.9563 -8.0410 2.1190 0.25 -0.89 0.26 -0.20
P 2.0396 0.0647 0.9224 0.22 -1.45 -0.05 0.13
C -6.6624 -1.1811 -9.2017 0.47 0.55 0.08 -0.11
H 7.0632 -7.5573 0.2016 -0.39 -0.29 0.24 0.12
H 1.9223 8.0165 -0.1990 -0.11 -0.20 0.11 0.11
O -3.3330 1.1463 -8.3366 -1.40 0.68 0.29 -0.17
C 0.2870 9.4160 0.1512 0.17 1.43 1.18 -0.19
F 0.6479 0.7384 1.3885 0.04 0.66 -0.42 -0.18
H -1.7688 -8.8006 0.6411 -0.45 0.19 0.01 0.06
H 0.3984 9.7272 1.1899 -0.14 0.25 0.10 0.10
C 7.4462 2.9651 4.0627 -1.37 -0.44 -0.79 -0.16
H -9.8152 -4.4425 -1.3940 -0.35 -0.27 -0.39 0.08
H -8.5097 -4.3414 -2.6203 0.44 -0.17 0.45 0.09
H -0.1453 6.3910 -0.9227 -0.57 0.01 -0.17 0.12
C -3.7965 -1.0018 -2.8373 0.28 0.23 0.44 -0.17
C -8.6840 -3.0826 0.5221 0.44 -0.97 -0.61 -0.17
H 3.4052 1.6860 9.3892 -0.11 -0.06 0.29 0.11
O 7.8713 1.8035 3.3567 0.88 -0.03 0.44 -0.13
H -6.6094 1.4667 -9.1368 -0.23 0.34 0.61 0.12
H -1.8863 2.5781 -8.4676 0.21 0.20 -0.14 0.08
H 4.1875 -2.3422 -5.9955 0.32 -0.15 -0.60 0.07
H 0.8088 10.1914 -0.4096 0.23 -0.31 -0.35 0.10
H -6.4720 -1.1395 -10.2742 0.35 0.24 -0.25 0.08
C 2.7788 2.5290 9.6812 -0.24 0.59 -0.81 -0.16
O 9.6580 -7.0480 0.8331 1.71 -1.48 -0.55 -0.11
C -5.6474 0.9791 -8.9785 0.62 -1.18 -1.06 -0.21
C 8.5619 -6.2023 0.8105 -1.81 0.28 1.34 -0.23
H 6.4432 2.7280 4.4177 -0.14 0.42 0.44 0.07
H 0.5495 7.5662 -2.0026 -0.54 0.36 -0.58 0.11
H -4.9607 3.6168 3.2473 0.31 -0.36 -0.38 0.08
F 1.6686 0.1720 -0.6361 -0.22 -0.06 -0.18 -0.17
H -1.8063 9.2839 0.6397 -0.46 0.13 -0.28 0.11
C -2.2536 1.8362 -7.7585 0.32 0.60 -0.30 -0.12
H -3.4068 -1.2165 -3.8323 -0.25 0.04 -0.17 0.07
C -0.0198 7.4624 -1.0789 1.01 -0.42 0.52 -0.22
H 7.2328 4.3806 -2.7815 -0.04 -0.05 0.12 0.07
H -1.4555 10.2309 -0.8957 -0.31 -0.08 0.13 0.11
H -6.6358 -3.6182 3.8555 -0.35 0.09 0.07 0.08
C -7.6142 -2.7596 1.5685 -0.56 0.15 -1.42 -0.23
H -7.0428 -1.9087 1.1976 0.61 -0.03 0.03 0.13
H 3.2958 3.2933 11.6817 0.06 0.19 -0.22 0.11
H 0.2405 -7.2690 -0.2926 -0.36 0.30 -0.49 0.08
O 8.3381 4.1848 -4.5366 -1.09 -0.38 0.25 -0.13
O -5.7871 -0.3364 -8.4457 -0.48 -0.07 0.53 -0.18
H 1.0101 1.4870 8.8579 0.09 -0.17 0.07 0.11
H -8.1574 -2.3966 2.4411 -0.01 -0.16 0.46 0.12
O -1.2481 8.1605 -1.0111 -1.00 -0.39 -0.74 -0.14
H -5.5484 5.1470 2.8096 -0.73 0.39 0.13 0.08
H -4.9108 2.1483 -7.3011 0.33 -0.22 0.36 0.12
H 8.7020 -5.5147 1.6446 -0.17 0.63 -0.15 0.12
H 6.5806 -6.5241 1.6266 -0.33 0.01 -0.53 0.12
C 1.2106 3.5991 11.0734 -0.07 -0.08 0.31 -0.22
H 3.4590 -2.7302 -3.8987 -0.04 0.02 0.11 0.08
H -9.2935 -2.8873 -2.0376 -0.24 0.21 -0.26 0.08
H -5.8559 3.8414 1.6866 0.41 -0.12 0.02 0.08
H 8.0604 2.8252 -3.0441 0.03 0.17 0.13 0.08
H -9.4311 -3.6923 1.0302 -0.01 -0.87 -0.28 0.11
C -8.9490 -3.8769 -1.7375 -0.96 0.58 0.52 -0.14
H -2.5719 -1.8089 -1.6226 0.12 -0.32 0.25 0.07
H -6.4981 -2.2201 -8.9162 -0.02 0.21 0.36 0.09
C 0.8573 8.0082 0.0329 -0.82 0.54 -0.14 -0.16
H 8.3275 -5.6679 -0.1102 0.86 -0.07 -0.21 0.12
H 9.9901 -8.6055 2.3010 0.78 0.86 -0.04 0.11
H 6.5623 3.1394 -3.8519 0.00 0.21 -0.54 0.07
H 7.1226 1.5189 2.8275 -0.01 -0.09 -0.04 0.08
H 0.6403 7.4620 0.9509 0.32 0.00 0.06 0.11
H -1.4302 1.1573 -7.5364 -0.26 -0.23 -0.09 0.09
H 8.0712 -7.5854 3.1026 -0.06 0.21 0.00 0.12
C -5.8057 4.0897 2.7468 1.85 -0.18 -0.89 -0.21
H 5.4838 -2.9274 -4.9216 0.42 -0.04 -0.46 0.07
H -2.4893 2.3877 -6.8484 -0.35 -0.18 0.24 0.08
O -8.0870 -3.7426 -0.6501 0.35 0.82 1.66 -0.18
H -4.6295 2.7908 -8.8914 0.63 0.21 -0.22 0.12
H 4.6703 -4.1204 -6.0126 0.19 0.38 -0.28 0.08
H 7.7332 4.7184 -5.0570 0.26 0.21 -0.31 0.06
H 7.3296 -8.9220 2.2574 0.33 -0.27 -0.07 0.11
H -4.8690 -0.8075 -2.8410 -0.08 -0.57 -0.13 0.07
F 2.7987 1.4786 0.8209 -0.31 0.78 0.19 -0.18
H 3.2594 3.4333 9.3081 0.28 -0.01 -0.08 0.11
H 7.3355 3.7644 3.3299 0.21 0.49 0.31 0.07
O 3.6078 -3.5104 -4.4379 -0.42 -0.35 0.20 -0.13
H -5.3416 -2.9582 2.8740 0.07 0.19 -0.14 0.09
O -6.8481 -3.9092 1.7933 0.27 -0.15 0.85 -0.16
H -9.2790 -2.2058 0.2670 0.43 0.49 -0.43 0.12
H 1.4293 4.6655 11.0193 0.20 0.24 -0.50 0.11
F 3.5000 -0.6274 0.5519 -0.90 -0.46 -0.34 -0.21
H 1.3474 2.9881 8.0454 0.11 0.25 0.08 0.11
H 9.3187 -9.1491 0.8593 -0.07 0.27 -0.79 0.11
H 0.5716 3.5263 11.9535 -0.06 -0.39 0.03 0.11
C 7.3679 -7.1037 1.1447 -0.42 1.68 -0.27 -0.19
C 1.3824 2.4987 9.0188 -0.08 -0.43 0.46 -0.18
H -5.3104 0.7601 -9.9917 0.38 0.55 -0.46 0.11
H 0.1617 -8.8821 0.2079 0.30 -0.31 -0.15 0.07
O -1.6683 -8.0271 0.0815 0.22 -0.15 -0.40 -0.12
C -6.0411 -3.7899 2.9583 0.15 0.33 0.08 -0.10
```
Forces are in eV/Å.

* electronic energy: -80275.2266 eV
* Kohn-Sham gap: 10.2 eV
* lowest unoccupied orbital energy: 0.0794 hartree
* F_max: 2.595 eV/Å
* multiplicity: 1
* molar mass: 733.8 g/mol
* net charge: -1



(2)
The following is a quantum chemistry calculation of C45H42N2O3PSe2V as an isolated structure at a distorted geometry, from the OMol25 dataset.

```
96
Properties=species:S:1:pos:R:3:forces:R:3:lowdin_charge:R:1
C -3.4792 0.0603 -3.2755 0.01 -0.01 0.06 -0.04
H -3.6246 -4.3969 -2.0959 0.01 -0.01 -0.01 0.09
C -2.7250 -3.7955 -2.1643 0.01 -0.02 -0.01 -0.10
H -7.5070 2.1334 0.5652 0.01 0.00 0.00 0.10
H 5.1343 -0.6203 0.5565 0.00 0.00 -0.02 0.10
N 1.9693 -0.5354 -0.3042 -0.03 -0.20 -0.21 0.12
H -4.5233 -0.2183 -5.1201 -0.01 0.00 0.00 0.09
C 1.6727 -2.2045 2.7337 0.04 -0.01 0.07 -0.09
H -6.0814 4.1167 0.9835 -0.01 -0.01 -0.01 0.10
H -3.1193 2.3540 8.2610 0.00 0.00 0.00 0.09
C 2.4709 -0.9378 2.9372 0.03 -0.01 -0.14 -0.27
C -5.7214 0.8440 -3.6883 -0.01 -0.01 -0.04 -0.12
C -1.4453 -0.4796 -0.8623 -0.07 0.02 -0.22 -0.22
C 7.5732 1.2245 -0.8997 0.00 0.00 0.00 -0.10
H 3.0609 1.3686 -2.5919 0.04 -0.01 -0.02 0.16
C 4.9497 -3.4944 -3.9525 0.01 -0.02 0.00 -0.08
C -4.4344 2.9656 1.7197 0.02 0.02 0.05 -0.11
C -0.4886 -3.4748 -2.9593 0.03 0.02 0.01 -0.10
C 3.8659 -1.5665 -2.9946 -0.02 -0.01 -0.03 -0.15
H -4.6917 1.6741 -0.5694 0.15 -0.04 -0.42 0.07
C 6.8785 0.5321 0.0786 0.03 0.02 0.02 -0.08
H 1.4441 2.0403 3.4484 -0.06 -0.02 -0.10 0.08
H -3.7940 3.8258 1.8732 -0.01 0.01 -0.01 0.08
H -4.3390 -0.4078 1.9288 0.01 0.01 0.01 0.06
C 2.9203 -1.6083 -4.0122 0.01 0.01 0.02 -0.03
H 2.7932 -0.8590 3.9829 -0.01 0.02 0.00 0.12
H 8.5228 1.6910 -0.6693 0.00 0.00 0.00 0.10
H -1.6810 -5.2084 -3.4080 0.00 0.01 0.00 0.09
H 1.3958 -2.3290 1.6885 -0.02 0.01 -0.04 0.06
O 3.5016 -2.2624 -0.1322 -0.02 0.07 -0.03 0.07
C 4.0084 -3.5272 -4.9733 -0.01 0.00 -0.01 -0.10
C -2.3687 0.4819 -1.0353 0.03 0.06 0.02 -0.13
O 0.9578 1.3569 -1.0014 0.23 0.08 0.02 -0.03
C 1.8635 0.5274 -1.1505 -0.08 -0.15 0.11 -0.58
C 3.7631 -0.5571 -1.8636 0.00 0.03 0.04 -0.27
H 3.7697 1.6495 1.4802 -0.02 -0.02 -0.03 0.07
H -6.6291 -0.1306 1.0422 0.01 0.01 -0.03 0.11
C -2.0647 3.0113 6.5124 0.01 0.02 0.01 -0.09
H -3.9639 0.2170 4.6526 0.01 0.00 -0.03 0.10
H 2.1533 2.1988 0.9918 -0.02 0.02 0.04 0.04
C -4.6605 1.2511 -1.5690 0.12 0.07 0.01 -0.04
H 5.6034 -2.5070 -2.1655 0.00 0.00 0.00 0.12
H -6.5740 0.9433 -4.3495 0.00 0.00 0.00 0.09
N 2.8084 0.5070 -2.1372 -0.02 0.04 -0.01 0.17
O 1.6653 0.1924 2.6253 -0.15 0.08 -0.02 -0.26
C 5.8315 0.7126 -2.4704 0.00 -0.01 -0.03 -0.03
C 5.1200 0.0248 -1.4885 0.02 0.00 -0.04 -0.14
C -3.5067 0.5741 -1.9749 -0.06 -0.08 -0.09 -0.20
H 2.2463 -2.6069 -5.7815 0.00 0.00 0.00 0.10
C 4.8788 -2.5217 -2.9695 0.00 0.02 0.02 -0.02
H -1.1692 3.4483 4.5979 0.01 -0.01 0.01 0.05
H 7.2847 0.4540 1.0795 0.00 0.00 -0.01 0.10
C -4.5722 0.1905 -4.1173 -0.01 -0.01 -0.02 -0.10
H 5.4345 0.7634 -3.4791 -0.01 -0.01 0.01 0.12
H 0.4801 -1.6770 -2.3198 0.01 0.02 0.00 0.08
C -1.5291 -1.7641 -1.5793 0.05 -0.04 -0.01 -0.25
C 2.2392 1.4381 3.0071 0.16 -0.01 -0.08 -0.27
C -4.7423 0.5829 1.7591 -0.01 -0.04 0.05 -0.12
H 2.9995 1.2578 3.7755 -0.05 0.02 0.06 0.11
C -0.4318 -2.2607 -2.2921 -0.04 0.00 -0.05 -0.04
H 0.3787 -3.8201 -3.5115 0.00 -0.01 0.01 0.09
V 0.0426 0.0573 0.5627 0.13 0.71 0.10 0.50
C -5.7565 1.3789 -2.4080 0.03 0.00 0.00 -0.09
C -3.9436 1.6940 2.0047 -0.06 0.03 0.00 -0.40
C 3.0625 -1.2505 -0.6443 0.06 -0.11 0.05 -0.44
H -6.6404 1.9011 -2.0593 -0.01 0.00 0.00 0.09
Se -1.6177 -0.5172 2.4608 -0.35 -0.60 0.75 0.42
H -2.5862 -0.4403 -3.6256 0.01 -0.02 0.00 0.11
C -3.4375 1.0094 5.1711 -0.02 -0.03 0.01 -0.10
H 3.1129 3.1805 2.0902 0.06 -0.03 0.03 0.08
C 2.9937 -2.5835 -4.9983 0.00 -0.01 -0.02 -0.09
H -4.3445 0.5694 7.0582 0.00 0.00 0.00 0.10
C -3.6465 1.2033 6.5254 0.00 0.01 0.03 -0.09
H -3.5247 -2.2200 -0.9475 0.00 0.01 0.00 0.11
C 2.8611 2.1517 1.8204 -0.02 0.08 0.00 -0.06
H -2.3161 1.3601 -0.3859 0.06 0.02 -0.08 0.05
C -1.6380 -4.2518 -2.9011 -0.03 -0.03 0.00 -0.12
H 5.7387 -4.2355 -3.9179 0.00 0.01 0.00 0.10
H 2.1166 -0.8841 -4.0253 0.01 0.01 0.00 0.11
C -2.5415 1.8188 4.4771 0.04 0.09 0.02 -0.39
H 0.7732 -2.1854 3.3492 0.00 0.00 -0.01 0.05
H 7.5827 1.8448 -2.9564 -0.01 0.00 0.00 0.10
C -5.7145 3.1235 1.2116 -0.06 0.02 0.05 -0.09
C -2.6720 -2.5724 -1.5160 0.04 0.04 0.04 -0.05
C 5.6584 -0.0669 -0.2117 -0.04 0.00 0.02 -0.02
H 2.2804 -3.0665 3.0165 0.01 0.01 -0.02 0.08
C 7.0449 1.3129 -2.1814 0.01 0.01 0.01 -0.08
C -1.8582 2.8212 5.1517 -0.03 0.00 -0.04 -0.11
C -2.9578 2.2053 7.2003 0.00 0.00 0.00 -0.10
Se -0.9601 2.9616 1.8106 0.15 0.04 -0.05 0.33
P -2.2562 1.5235 2.6977 -0.04 -0.11 -0.18 0.14
H 4.0639 -4.2886 -5.7414 0.00 0.00 0.00 0.10
C -6.5124 2.0113 0.9765 -0.11 0.01 0.21 -0.12
C -6.0226 0.7427 1.2479 -0.13 0.00 0.18 -0.09
H 3.3680 -0.9445 2.3043 -0.02 -0.02 0.00 0.11
H -1.5247 3.7936 7.0318 -0.01 -0.01 0.01 0.10
```
Forces are in eV/Å.

* electronic energy: -222143.6958 eV
* Kohn-Sham gap (alpha / beta): 6.6 / 6.8 eV
* lowest unoccupied orbital energy (alpha / beta): 0.0898 / 0.0898 hartree
* F_max: 1.021 eV/Å
* multiplicity: 4
* molar mass: 898.7 g/mol
* net charge: -1



(3)
The following is a quantum chemistry calculation of C31H20N6O4Pd as an isolated structure at a distorted geometry, from the OMol25 dataset.

```
62
Properties=species:S:1:pos:R:3:forces:R:3:lowdin_charge:R:1
H 1.0743 -0.4765 3.5149 0.04 -0.06 -0.06 0.10
C -1.6324 2.1311 2.8399 -0.21 -0.40 -1.69 0.00
C 1.4828 3.6481 -2.4358 -0.05 0.01 0.09 0.01
C -1.6377 1.3987 0.4692 -0.91 -0.81 -4.74 -0.39
H -1.7755 -0.9682 -5.3397 -0.02 0.00 -0.01 0.10
C 2.7583 -2.4757 1.7486 0.06 -0.06 -0.18 -0.12
O -2.5207 -2.3747 -0.5442 -0.06 0.03 -0.06 0.06
C -2.2882 0.7502 -2.4699 0.24 -0.09 0.27 0.00
C -1.1443 1.2938 1.8110 1.87 -0.51 3.73 -0.16
N -1.0980 0.3701 -0.3665 -1.87 2.34 0.94 0.01
N 2.0178 -2.1649 0.6905 0.54 -0.43 0.00 0.03
C -2.4361 0.3562 -3.7628 0.02 -0.08 -0.18 -0.07
N 0.2321 8.2391 -3.1004 -0.01 0.01 -0.01 0.17
H -2.8961 1.5204 -2.0233 -0.02 0.00 -0.05 0.10
H 1.9232 2.8729 -3.0468 -0.01 -0.03 0.02 0.13
C -1.3084 0.1134 -1.6557 -0.47 0.29 -0.27 -0.20
H 4.7074 -4.8957 0.4379 0.00 -0.01 -0.01 0.11
C 1.1456 3.3595 -1.0886 -0.33 -0.10 0.10 -0.23
C -2.0845 -2.7831 0.5126 0.13 -0.04 0.15 -0.50
N 0.4471 -1.4748 -1.3663 -0.57 -0.44 -2.50 0.00
C 1.5678 0.9249 -0.1292 -0.07 -0.22 0.25 0.08
C -1.6283 -0.6728 -4.3090 0.07 -0.05 0.06 -0.06
C 3.1712 -3.8028 -0.5920 0.07 -0.13 -0.14 0.01
H 0.2758 4.1210 0.7378 0.00 -0.01 0.01 0.12
H 2.5381 -1.9448 2.6617 0.02 -0.01 0.01 0.09
N -0.9374 -2.3430 1.1257 -0.14 -0.21 0.35 0.06
H -0.1355 6.3875 -0.1992 0.00 0.01 0.00 0.13
O 1.5295 -2.9882 -2.7242 0.21 -0.38 -0.21 0.08
H 3.2740 -4.2919 -1.5506 0.03 -0.01 0.03 0.12
C -2.7403 -3.8761 1.3510 0.02 -0.04 0.05 -0.09
H -2.4319 2.8147 2.5854 0.04 0.03 0.02 0.12
C 2.2160 -2.8130 -0.4629 0.06 -0.05 0.32 -0.18
C 3.7420 -3.4496 1.6979 0.03 -0.02 -0.02 -0.04
N -0.1410 0.3784 2.0971 -1.87 2.23 1.46 -0.01
C -1.1074 2.0534 4.0950 1.15 -0.86 0.98 -0.04
C -1.8194 -4.0211 2.5568 -0.04 -0.06 -0.03 -0.09
C 3.9499 -4.1264 0.5064 -0.03 0.06 0.05 -0.04
C 0.3213 5.6133 -0.7993 -0.02 -0.04 0.05 -0.01
H -3.7522 -3.5627 1.6040 -0.02 -0.01 -0.01 0.12
O -2.4073 2.2702 0.0524 0.81 -0.57 1.17 0.07
C 0.4215 7.1903 -2.6704 0.02 -0.08 0.05 -0.17
C 0.6662 5.8815 -2.1282 0.01 0.11 -0.13 -0.20
C -0.7126 -3.0094 2.2975 -0.20 0.03 -0.48 -0.51
H -2.2954 -3.7819 3.5073 -0.01 -0.01 0.02 0.12
C -0.4732 -0.9361 -2.2242 0.71 -0.40 0.66 -0.17
C 0.5502 4.3631 -0.2789 0.10 0.03 -0.23 0.01
O 0.2478 -2.8351 3.0318 0.01 0.14 0.28 0.00
H 1.4934 5.1377 -3.9694 0.00 0.00 0.00 0.13
H -0.0646 -2.0970 -3.9792 0.00 0.00 -0.02 0.10
Pd 0.3575 -0.7264 0.4628 2.10 -0.66 1.36 1.03
H 0.3446 1.0040 5.3465 -0.02 0.05 0.04 0.11
H -3.1875 0.8271 -4.3829 0.00 -0.01 -0.03 0.11
C -0.0860 1.1078 4.3619 -1.10 1.08 0.12 -0.02
H -1.4738 2.6957 4.8849 0.02 -0.01 0.00 0.11
H -1.3753 -5.0115 2.6544 0.00 0.00 0.02 0.12
C 0.3379 0.2937 3.3456 -0.16 -0.10 -0.76 -0.10
C 1.3559 -2.4527 -1.6475 -0.33 0.45 -0.39 -0.42
H -2.8175 -4.7793 0.7467 -0.02 0.00 0.00 0.12
C 1.3613 2.1008 -0.5596 0.38 0.01 -0.11 -0.05
C 1.2446 4.8985 -2.9450 -0.04 0.09 0.03 -0.01
H 4.3231 -3.6728 2.5810 0.01 -0.01 0.01 0.11
C -0.6700 -1.3088 -3.5642 -0.19 0.05 -0.40 0.00
```
Forces are in eV/Å.

* electronic energy: -53077.3879 eV
* Kohn-Sham gap (alpha / beta): 5.5 / 4.9 eV
* lowest unoccupied orbital energy (alpha / beta): -0.0320 / -0.1238 hartree
* F_max: 4.895 eV/Å
* multiplicity: 5
* molar mass: 647.0 g/mol
* energy above the lowest of the compared OMol25 structures with the same formula, charge and spin: 19.8 kcal per mole